Here is C46H49LaN7O8P2S5 as an isolated structure from OMol25. Energies are from ωB97M-V/def2-TZVPD.

- electronic energy (eV) = -148919.385
- energy relative to the best compared isomer or geometry (same formula, charge and spin) (kcal/mol) = 0.0
- charge = -1
- LUMO (eV) = 1.7

Cartesian coordinates (Å):
La (-1.607, 1.947, 0.260)
C (-4.308, 0.562, 4.787)
C (-3.320, 0.775, 3.675)
N (-3.520, 1.645, 2.709)
N (-4.376, 2.630, 3.060)
C (-4.867, 3.372, 2.002)
N (-4.878, 4.718, 1.964)
S (-5.622, 2.437, 0.708)
C (-2.040, 0.074, 3.621)
C (-1.692, -0.763, 4.712)
C (-0.408, -1.334, 4.690)
C (0.476, -0.949, 3.690)
C (0.076, -0.081, 2.699)
N (-1.201, 0.319, 2.572)
H (-5.018, 1.361, 4.632)
H (-3.877, 0.751, 5.750)
H (-4.803, -0.400, 4.740)
H (-4.649, 5.182, 2.827)
H (-4.491, 5.193, 1.100)
H (-2.421, -0.972, 5.470)
H (-0.127, -2.008, 5.494)
H (1.458, -1.343, 3.672)
H (0.764, 0.228, 1.943)
O (1.191, 3.963, -2.886)
S (0.063, 3.563, -2.034)
O (-1.211, 3.496, -2.741)
O (0.285, 2.253, -1.301)
C (0.089, 4.692, -0.551)
C (1.421, 4.450, 0.162)
C (1.618, 6.709, 1.604)
C (0.241, 7.263, 1.474)
C (-0.778, 6.783, 0.684)
C (-0.871, 5.581, -0.141)
S (-2.581, 5.217, -0.585)
O (-3.477, 5.993, 0.285)
O (-2.783, 5.505, -1.976)
O (-2.858, 3.730, -0.277)
H (2.099, 4.062, -0.656)
H (1.713, 6.240, 2.593)
H (0.037, 8.150, 2.051)
H (-1.742, 7.324, 0.619)
C (4.354, -5.529, -3.766)
S (2.614, -5.325, -4.078)
C (1.842, -5.818, -2.494)
C (1.774, -4.690, -1.433)
C (1.106, -3.482, -2.099)
N (0.758, -2.298, -1.267)
P (-0.636, -2.173, -0.113)
C (-1.033, -3.852, 0.399)
C (-1.910, -4.746, -0.276)
C (-2.183, -6.004, 0.234)
C (-1.602, -6.381, 1.412)
C (-0.883, -5.496, 2.204)
C (-0.504, -4.259, 1.675)
C (-2.147, -1.646, -0.947)
C (-3.197, -1.202, -0.207)
C (-4.623, -1.056, -0.739)
C (-4.619, -1.066, -2.253)
C (-3.528, -1.300, -2.974)
C (-2.192, -1.351, -2.385)
P (1.960, -0.967, -0.954)
C (3.353, -1.882, -0.313)
C (3.336, -2.304, 1.037)
C (4.471, -2.808, 1.654)
C (5.641, -2.934, 0.892)
C (5.673, -2.571, -0.448)
C (4.497, -2.185, -1.052)
C (2.583, -0.230, -2.473)
C (3.651, 0.684, -2.382)
C (3.948, 1.514, -3.451)
C (3.224, 1.478, -4.625)
C (2.207, 0.513, -4.754)
C (1.866, -0.328, -3.679)
H (4.981, -4.930, -4.450)
H (4.598, -6.599, -3.916)
H (4.585, -5.208, -2.741)
H (2.437, -6.634, -2.076)
H (0.869, -6.204, -2.780)
H (2.783, -4.417, -1.041)
H (1.210, -5.057, -0.581)
H (0.176, -3.821, -2.553)
H (1.776, -3.124, -2.893)
H (-2.438, -4.389, -1.157)
H (-2.888, -6.676, -0.272)
H (-1.786, -7.390, 1.747)
H (-0.516, -5.814, 3.176)
H (0.190, -3.626, 2.225)
H (-3.036, -0.835, 0.829)
H (-5.262, -1.895, -0.361)
H (-5.589, -0.904, -2.708)
H (-3.602, -1.322, -4.043)
H (-1.526, -2.010, -2.953)
H (2.499, -2.090, 1.644)
H (4.398, -3.177, 2.691)
H (6.508, -3.390, 1.368)
H (6.607, -2.570, -0.995)
H (4.516, -2.016, -2.135)
H (4.291, 0.655, -1.507)
H (4.721, 2.251, -3.354)
H (3.461, 2.174, -5.430)
H (1.648, 0.453, -5.682)
H (1.055, -1.058, -3.801)
O (-1.721, 0.527, -3.709)
N (-1.640, 0.156, -2.567)
S (-6.990, 0.176, -0.493)
C (-5.369, 0.208, -0.298)
N (-4.626, 1.208, 0.231)
C (2.030, 3.711, 2.590)
C (1.428, 3.297, 1.225)
C (2.126, 5.817, 0.459)
O (0.101, 2.695, 1.375)
H (2.939, 4.325, 2.517)
H (2.357, 2.807, 3.098)
H (1.248, 4.144, 3.209)
H (2.067, 2.473, 0.852)
H (2.339, 7.522, 1.677)
H (2.062, 6.322, -0.497)
H (3.179, 5.612, 0.629)

Here is C2H2O6Tl as an isolated structure from OMol25. Energies are from ωB97M-V/def2-TZVPD.

- electronic energy (eV) = -19070.547
- energy relative to the best compared isomer or geometry (same formula, charge and spin) (kcal/mol) = 74.5
- charge = +1
- LUMO (eV) = -9.3

Cartesian coordinates (Å):
Tl (0.532, -4.645, -2.121)
O (-2.984, -1.780, 4.271)
C (-2.036, -1.297, 3.476)
O (-1.862, -1.668, 2.307)
O (-1.349, -0.309, 3.811)
H (-3.367, -2.621, 4.009)
O (2.444, 3.262, -3.773)
C (2.119, 2.389, -2.810)
O (1.948, 1.180, -3.034)
O (2.100, 2.829, -1.616)
H (2.456, 2.659, -4.520)

Here is a 6-piece molecular cluster, C12H24Br12 overall from OMol25. Energies are from ωB97M-V/def2-TZVPD.

- electronic energy (eV) = -853342.954
- energy relative to the best compared isomer or geometry (same formula, charge and spin) (kcal/mol) = 32.3
- structure (SMILES) = BrCCBr.BrCCBr.BrCCBr.BrCCBr.BrCCBr.BrCCBr
- LUMO (eV) = 0.3

Cartesian coordinates (Å):
Br (-0.720, 2.197, -1.560)
C (-1.404, 1.048, -2.995)
C (-0.216, 0.443, -3.845)
Br (-0.994, -0.763, -5.159)
H (-2.028, 1.733, -3.546)
H (-2.197, 0.336, -2.515)
H (0.487, -0.048, -3.190)
H (0.245, 1.245, -4.428)
Br (1.332, -1.418, -0.990)
C (-0.534, -1.908, -0.744)
C (-1.018, -2.820, -1.843)
Br (-3.003, -2.680, -2.000)
H (-1.146, -0.991, -0.819)
H (-0.638, -2.177, 0.332)
H (-0.760, -3.875, -1.617)
H (-0.650, -2.489, -2.830)
Br (3.973, -1.725, 2.918)
C (2.769, -1.005, 4.190)
C (1.416, -1.213, 3.665)
Br (0.083, -0.897, 5.117)
H (3.104, 0.062, 4.360)
H (2.841, -1.412, 5.190)
H (1.295, -2.221, 3.334)
H (1.110, -0.529, 2.863)
Br (-0.902, 4.975, -5.084)
C (0.535, 4.627, -3.887)
C (0.087, 5.109, -2.501)
Br (1.374, 4.917, -1.057)
H (1.356, 5.128, -4.365)
H (0.706, 3.595, -3.871)
H (-0.779, 4.607, -2.232)
H (-0.034, 6.167, -2.494)
Br (2.084, -6.231, -1.369)
C (2.667, -5.311, 0.244)
C (1.916, -5.670, 1.534)
Br (0.164, -5.005, 1.717)
H (2.560, -4.212, 0.185)
H (3.676, -5.657, 0.268)
H (2.415, -5.244, 2.389)
H (1.839, -6.749, 1.538)
Br (-1.348, 2.789, 4.709)
C (-2.942, 3.530, 3.855)
C (-2.941, 3.340, 2.380)
Br (-2.880, 1.443, 1.838)
H (-3.010, 4.553, 4.182)
H (-3.754, 2.967, 4.294)
H (-2.208, 3.868, 1.792)
H (-3.928, 3.569, 2.044)

Number 1: frontier orbital gap 6.06 eV, HOMO level -4.35 eV. Number 2: frontier orbital gap 1.94 eV, HOMO level -11.19 eV. Number 3: frontier orbital gap 10.21 eV, HOMO level -9.93 eV.